Entry 1:
# C11H13N4O3PtS

A molecular structure, C11H13N4O3PtS (ωB97M-V with the def2-TZVPD basis set, the Open Molecules 2025 dataset).

```
33
Properties=species:S:1:pos:R:3:lowdin_charge:R:1
Pt 0.59839 0.92073 1.41383 1.118
S 0.55963 -2.79927 4.47730 0.406
O 4.16856 2.36582 0.33867 0.023
O -0.59481 3.37977 -1.56719 -0.007
O 2.60360 1.17950 1.39088 -0.232
N 0.52253 -0.59967 2.74883 -0.147
N 1.56986 -1.75120 0.03369 0.115
N -1.39245 0.79726 0.91485 -0.095
N 0.63164 2.33332 0.07492 -0.176
C -2.19399 -2.01310 -1.75252 -0.131
C -0.67735 -2.59256 0.04130 -0.055
C 0.08527 -1.21118 -1.78116 -0.055
C -1.92885 -2.65780 -0.54815 -0.115
C -1.17025 -1.29304 -2.35820 -0.133
C 1.89766 3.01715 -0.03401 -0.134
C -0.44183 2.54398 -0.67587 -0.573
C 2.99988 2.13869 0.58856 -0.643
C -1.57223 1.54319 -0.37148 -0.127
C 0.36034 -1.86936 -0.57168 -0.355
C 0.53158 -1.50341 3.48384 -0.987
H -1.56415 0.81093 -1.17713 0.086
H -1.35336 -0.77321 -3.29145 0.104
H 2.15717 3.26037 -1.06404 0.122
H 2.27395 -1.13536 -0.32866 0.093
H -3.17441 -2.06911 -2.20642 0.088
H 1.70931 -2.11631 0.95819 0.083
H 0.86641 -0.62675 -2.25374 0.114
H -1.65284 -0.17998 0.79825 0.074
H -1.98010 1.18637 1.64370 0.094
H 1.88940 3.95556 0.53251 0.125
H -2.52868 2.06411 -0.39368 0.118
H -2.71142 -3.22111 -0.05318 0.098
H -0.48849 -3.08435 0.98928 0.104
```

Results
ΔE to the lowest compared entry with this formula, charge and spin, eV: 0.023
Charge: -1
Frontier orbital gap, Eh: 0.271
E_HOMO, eV: -4.9



Entry 2:
# C6H9N4O2PS

A single C6H9N4O2PS molecule (ωB97M-V with the def2-TZVPD basis set, the Open Molecules 2025 dataset).

```
23
Properties=species:S:1:pos:R:3:lowdin_charge:R:1
S -2.66528 1.14488 2.12105 1.077
P -3.47484 -1.11750 -1.21356 0.745
O 1.68568 -2.50746 2.12922 0.080
O 0.97578 1.46449 -0.35178 -0.206
N 0.73883 -2.41390 0.00860 0.136
N -1.38121 -0.62916 0.76728 0.054
N 1.30201 0.05494 -0.02580 0.006
N -3.93917 -0.85485 0.28592 -0.357
C -0.99226 1.06411 2.30367 -0.336
C -0.48741 0.05180 1.51297 -0.377
C 1.13905 -1.89671 1.25142 -0.453
C 1.65520 1.91774 -1.46564 -0.147
C 0.92385 -0.31486 1.35896 -0.172
C -2.54948 -0.13804 1.07793 -0.689
H 2.33284 0.05504 -0.15805 0.122
H 0.68113 -3.45439 0.05545 0.124
H -0.12356 -2.12021 -0.36188 0.040
H -4.72492 -1.58928 -1.81482 -0.146
H 1.99175 3.01195 -1.44092 0.105
H -0.60084 1.69362 3.05377 0.063
H 2.58006 1.29266 -1.55161 0.076
H 1.62734 0.11572 2.08056 0.154
H 1.04225 1.72309 -2.41655 0.101
```

Results
Structure (SMILES): [H]/P=N/c1nc([C@H](NOC)C(N)=O)cs1
ΔE to the lowest compared entry with this formula, charge and spin, eV: 0.000
Charge: 0
Frontier orbital gap, Eh: 0.298
E_HOMO, eV: -8.8



Entry 3:
# H14O7

7 unconnected molecules or ions with the total composition H14O7 (ωB97M-V with the def2-TZVPD basis set, the Open Molecules 2025 dataset).

```
21
Properties=species:S:1:pos:R:3:lowdin_charge:R:1
O -2.75455 -0.53615 0.84684 -0.049
O 0.02800 2.51229 -0.55721 -0.034
O 0.15248 -1.83817 -1.33061 -0.069
O -1.83029 0.49999 -1.46773 -0.083
O 1.59768 1.17258 1.01921 -0.072
O -0.26256 -0.97881 1.52700 -0.035
O 2.73131 -1.05838 -0.44400 -0.084
H -3.31199 -0.58534 1.57390 0.013
H 2.85604 -0.95151 0.52605 0.062
H 1.14534 1.63171 0.27491 0.001
H -0.70805 1.97404 -0.89341 0.033
H 2.67737 -0.07618 -0.62330 0.069
H -0.18264 -2.64610 -0.97090 0.042
H 0.39450 -0.29803 1.50019 0.002
H -1.31673 -0.37055 -1.46519 0.047
H 1.13257 -1.80151 -1.08559 0.051
H 1.64360 1.77608 1.74624 0.047
H 0.49412 3.06747 -1.16481 0.055
H -2.40767 0.32822 -0.72550 -0.011
H -1.80684 -0.57399 1.11798 0.000
H -0.27166 -1.24766 0.59593 0.014
```

Results
Structure (SMILES): O.O.O.O.O.O.O
ΔE to the lowest compared entry with this formula, charge and spin, eV: 0.836
Charge: 0
Frontier orbital gap, Eh: 0.421
E_HOMO, eV: -11.1



Question: Among the records above, which one has the lowest charge?
Answer: C11H13N4O3PtS



Please write out number 3 again, unchanged.
# H14O7

7 unconnected molecules or ions with the total composition H14O7 (ωB97M-V with the def2-TZVPD basis set, the Open Molecules 2025 dataset).

```
21
Properties=species:S:1:pos:R:3:lowdin_charge:R:1
O -2.75455 -0.53615 0.84684 -0.049
O 0.02800 2.51229 -0.55721 -0.034
O 0.15248 -1.83817 -1.33061 -0.069
O -1.83029 0.49999 -1.46773 -0.083
O 1.59768 1.17258 1.01921 -0.072
O -0.26256 -0.97881 1.52700 -0.035
O 2.73131 -1.05838 -0.44400 -0.084
H -3.31199 -0.58534 1.57390 0.013
H 2.85604 -0.95151 0.52605 0.062
H 1.14534 1.63171 0.27491 0.001
H -0.70805 1.97404 -0.89341 0.033
H 2.67737 -0.07618 -0.62330 0.069
H -0.18264 -2.64610 -0.97090 0.042
H 0.39450 -0.29803 1.50019 0.002
H -1.31673 -0.37055 -1.46519 0.047
H 1.13257 -1.80151 -1.08559 0.051
H 1.64360 1.77608 1.74624 0.047
H 0.49412 3.06747 -1.16481 0.055
H -2.40767 0.32822 -0.72550 -0.011
H -1.80684 -0.57399 1.11798 0.000
H -0.27166 -1.24766 0.59593 0.014
```

Results
Structure (SMILES): O.O.O.O.O.O.O
ΔE to the lowest compared entry with this formula, charge and spin, eV: 0.836
Charge: 0
Frontier orbital gap, Eh: 0.421
E_HOMO, eV: -11.1



Question: Which of these has the highest frontier orbital gap?
Answer: H14O7



Question: Which value of E_HOMO does entry 1 give?
Answer: -4.9 eV